C27H80N5O14S2 | wB97M-V/def2-TZVPD

Structure (ORCA input):
```
! wB97M-V def2-TZVPD RIJCOSX def2/J DEFGRID3
* xyz 1 1
C 6.703 2.192 1.257
H 7.020 1.959 2.271
C 0.626 1.469 -0.107
H 5.475 -3.880 1.168
H -1.892 3.025 5.588
H -1.258 4.743 3.802
H 3.273 -6.403 -4.691
H 6.670 1.270 0.669
H -1.752 -1.316 3.725
H -3.513 3.239 -2.789
H 1.868 -2.146 3.431
H -4.379 0.026 -3.244
H 5.708 2.649 1.288
O 1.323 0.990 7.577
O 0.923 -4.912 3.013
H -2.946 2.467 -4.890
H -2.199 -2.264 1.307
H 1.642 0.813 3.397
O 2.756 -7.525 -1.525
H -5.898 5.786 0.451
H 2.259 -8.798 -5.814
H 1.149 -4.719 0.982
O 7.631 3.098 0.683
O 4.921 -4.666 1.202
H -0.330 -2.668 -3.359
C -1.611 -2.580 -7.668
O 5.103 4.327 -1.613
H -1.254 -4.363 -6.988
C 1.970 -8.467 -0.805
H 2.098 -6.029 1.719
H 0.132 -2.315 3.250
C -6.010 0.999 -3.659
H 0.470 3.229 3.114
H 1.260 1.305 5.048
H -1.584 0.572 5.254
C -3.214 3.509 -4.688
H -2.305 4.104 -4.558
O 2.223 -0.817 0.779
H 4.523 3.561 -1.662
C 0.850 -0.285 7.997
H -1.870 -2.913 -8.676
C -5.397 4.837 0.288
H 0.137 3.075 4.710
H 0.934 -8.125 -0.740
H 4.497 -6.274 0.003
H -0.432 1.200 2.537
H 1.934 3.167 -2.438
C 0.527 -2.668 -4.030
H -3.656 -0.345 1.766
H 2.599 -4.331 1.934
C 1.309 2.559 -1.788
H 0.566 -3.617 -4.565
C -1.833 -1.255 1.084
H 3.929 -8.215 -5.967
H -7.244 9.015 -1.080
H -4.678 8.251 -0.157
O -4.396 4.661 1.298
C 0.932 -1.567 3.347
H 1.503 -1.068 7.606
C -1.781 0.862 4.202
H 7.326 3.287 -0.211
C -2.474 3.165 4.656
C 2.886 -7.912 -5.855
H 2.211 1.098 7.929
C 2.449 -1.536 -0.441
C 1.746 -5.004 1.847
H 0.639 1.025 0.886
H 1.837 -2.434 -0.434
O -5.504 8.046 -0.604
H -4.928 4.843 -0.698
H 2.379 -8.561 0.199
H -3.780 3.901 -5.529
H 0.427 -1.848 -4.744
S -1.944 -0.914 -0.722
H 6.165 -5.674 -0.117
H 4.170 5.203 -3.241
H -6.200 1.300 -2.625
H 5.045 6.302 -2.151
H -1.074 -1.636 -7.732
H 3.485 5.618 -1.640
H -2.322 0.808 1.647
H -1.921 3.580 2.589
N 0.789 -0.680 4.514
N -0.398 1.436 -0.988
N -2.889 1.826 4.232
H 0.822 -0.338 9.087
H -5.504 1.804 -4.190
C -1.464 3.685 3.580
C -6.303 9.227 -0.578
H 2.381 -7.455 -2.410
H -3.294 1.946 3.305
H -3.971 3.816 1.127
C -1.684 0.854 -0.867
O -4.027 3.592 -3.521
C -2.328 -0.411 3.499
H 3.501 -1.818 -0.518
C 4.406 5.424 -2.197
C -0.431 1.388 3.624
H -2.523 -2.436 -7.084
C 0.876 0.721 4.189
S -2.977 1.837 -0.822
H 2.168 -0.917 -1.293
O -0.765 -3.536 -7.035
H -3.325 -0.570 3.943
H 4.822 -4.760 -0.867
N 1.673 2.123 -0.512
H -0.156 -0.428 7.607
H -6.507 9.523 0.454
H 1.029 -0.963 2.416
C 5.117 -5.382 -0.017
H 2.587 -7.299 -6.708
H -3.299 3.864 4.824
O -5.209 -0.183 -3.682
N -0.233 2.877 3.774
H 0.015 -0.920 5.116
H 2.457 -2.496 -3.855
C -2.581 -0.216 1.965
H 2.004 -9.442 -1.298
H 2.778 -0.029 0.745
C 0.050 2.139 -2.105
H -6.957 0.783 -4.148
H -6.127 4.026 0.350
H -0.487 2.317 -3.032
H 1.465 -5.167 3.766
O 1.711 -2.494 -3.248
H -5.793 10.040 -1.099
H -0.766 -1.204 1.341
O 2.713 -7.183 -4.641
*
```

E_tot: -3199.68696 Ha
Frontier orbital gap: 0.263 Ha
Highest occupied orbital energy: -11.432 eV